# 1
This record from the OMol25 dataset describes a 8-piece molecular cluster, C35H85FNO8 overall. The level of theory is ωB97M-V/def2-TZVPD.

Bonds (Å) are listed after each position.
Positions of all 130 atoms, in Å:
1 C -2.37 4.18 -0.01  C2 1.518, H11 1.090, H12 1.089, H13 1.094
2 C -3.37 3.40 -0.84  C1 1.518, F3 1.393, C4 1.526, H14 1.093
3 F -3.56 4.07 -2.05  C2 1.393
4 C -2.93 2.00 -1.25  C2 1.526, C5 1.534, H15 1.096, H16 1.090
5 C -2.99 0.92 -0.16  C4 1.534, C6 1.525, N10 1.516, H17 1.091
6 C -3.35 1.32 1.27  C5 1.525, O7 1.410, H18 1.101, H19 1.088
7 O -3.59 0.16 2.03  C6 1.410, C8 1.414
8 C -2.45 -0.67 2.16  O7 1.414, C9 1.526, H20 1.098, H21 1.089
9 C -1.79 -1.01 0.83  C8 1.526, N10 1.500, H22 1.093, H23 1.089
10 N -1.66 0.22 -0.02  C5 1.516, C9 1.500, H24 1.024, H25 1.021
11 H -2.60 4.12 1.06  C1 1.090
12 H -2.42 5.23 -0.30  C1 1.089
13 H -1.34 3.85 -0.18  C1 1.094
14 H -4.35 3.38 -0.35  C2 1.093
15 H -1.90 2.08 -1.63  C4 1.096
16 H -3.54 1.69 -2.10  C4 1.090
17 H -3.68 0.12 -0.44  C5 1.091
18 H -2.53 1.90 1.71  C6 1.101
19 H -4.25 1.93 1.29  C6 1.088
20 H -1.73 -0.24 2.86  C8 1.098
21 H -2.81 -1.60 2.59  C8 1.089
22 H -0.78 -1.41 0.98  C9 1.093
23 H -2.36 -1.74 0.26  C9 1.089
24 H -1.02 0.88 0.45  N10 1.024
25 H -1.25 0.00 -0.93  N10 1.021
26 C 2.87 -3.42 2.30  C27 1.517, H31 1.091, H32 1.090, H33 1.090
27 C 1.45 -3.42 1.77  C26 1.517, O28 1.428, H34 1.093, H35 1.095
28 O 1.29 -2.67 0.56  C27 1.428, C29 1.428
29 C 2.08 -3.14 -0.54  O28 1.428, C30 1.515, H36 1.094, H37 1.092
30 C 1.76 -4.56 -0.96  C29 1.515, H38 1.088, H39 1.090, H40 1.092
31 H 3.23 -2.40 2.44  C26 1.091
32 H 2.90 -3.93 3.27  C26 1.090
33 H 3.56 -3.95 1.65  C26 1.090
34 H 0.78 -2.94 2.48  C27 1.093
35 H 1.09 -4.44 1.63  C27 1.095
36 H 3.14 -3.03 -0.30  C29 1.094
37 H 1.86 -2.45 -1.36  C29 1.092
38 H 2.01 -5.28 -0.19  C30 1.088
39 H 2.34 -4.82 -1.85  C30 1.090
40 H 0.70 -4.67 -1.20  C30 1.092
41 C 6.56 -1.29 1.97  C42 1.518, H46 1.091, H47 1.091, H48 1.091
42 C 7.25 -2.22 0.99  C41 1.518, O43 1.421, H49 1.090, H50 1.095
43 O 6.41 -2.66 -0.08  C42 1.421, C44 1.417
44 C 5.92 -1.64 -0.93  O43 1.417, C45 1.518, H51 1.098, H52 1.091
45 C 7.00 -0.85 -1.65  C44 1.518, H53 1.090, H54 1.091, H55 1.090
46 H 5.65 -1.74 2.35  C41 1.091
47 H 7.22 -1.08 2.81  C41 1.091
48 H 6.30 -0.33 1.51  C41 1.091
49 H 7.54 -3.14 1.50  C42 1.090
50 H 8.16 -1.76 0.60  C42 1.095
51 H 5.26 -0.97 -0.37  C44 1.098
52 H 5.30 -2.17 -1.66  C44 1.091
53 H 7.60 -0.26 -0.97  C45 1.090
54 H 6.53 -0.16 -2.36  C45 1.091
55 H 7.66 -1.52 -2.20  C45 1.090
56 C 4.70 -6.68 0.34  C57 1.518, H61 1.090, H62 1.091, H63 1.091
57 C 5.73 -6.22 1.36  C56 1.518, O58 1.418, H64 1.091, H65 1.095
58 O 5.32 -6.39 2.70  C57 1.418, C59 1.419
59 C 5.06 -7.73 3.10  O58 1.419, C60 1.518, H66 1.097, H67 1.090
60 C 6.26 -8.66 2.98  C59 1.518, H68 1.091, H69 1.091, H70 1.091
61 H 3.75 -6.19 0.54  C56 1.090
62 H 5.03 -6.42 -0.67  C56 1.091
63 H 4.53 -7.76 0.36  C56 1.091
64 H 5.89 -5.15 1.25  C57 1.091
65 H 6.69 -6.72 1.17  C57 1.095
66 H 4.21 -8.14 2.55  C59 1.097
67 H 4.76 -7.65 4.15  C59 1.090
68 H 6.55 -8.82 1.95  C60 1.091
69 H 6.01 -9.63 3.41  C60 1.091
70 H 7.11 -8.25 3.53  C60 1.091
71 C 2.15 6.97 -2.98  C72 1.518, H76 1.091, H77 1.091, H78 1.090
72 C 1.61 5.65 -2.46  C71 1.518, O73 1.421, H79 1.091, H80 1.096
73 O 0.39 5.76 -1.75  C72 1.421, C74 1.421
74 C -0.70 6.30 -2.48  O73 1.421, C75 1.515, H81 1.095, H82 1.090
75 C -1.12 5.46 -3.66  C74 1.515, H83 1.090, H84 1.090, H85 1.091
76 H 2.25 7.69 -2.16  C71 1.091
77 H 3.14 6.82 -3.42  C71 1.091
78 H 1.51 7.41 -3.74  C71 1.090
79 H 2.31 5.22 -1.75  C72 1.091
80 H 1.51 4.93 -3.29  C72 1.096
81 H -0.50 7.33 -2.78  C74 1.095
82 H -1.52 6.35 -1.76  C74 1.090
83 H -0.37 5.42 -4.45  C75 1.090
84 H -2.04 5.85 -4.10  C75 1.090
85 H -1.32 4.44 -3.33  C75 1.091
86 C -1.54 -9.18 -2.85  C87 1.518, H91 1.091, H92 1.091, H93 1.091
87 C -0.06 -9.07 -2.57  C86 1.518, O88 1.420, H94 1.090, H95 1.095
88 O 0.29 -8.01 -1.69  C87 1.420, C89 1.416
89 C -0.27 -8.07 -0.40  O88 1.416, C90 1.519, H96 1.097, H97 1.092
90 C 0.11 -9.30 0.40  C89 1.519, H98 1.090, H99 1.091, H100 1.091
91 H -1.93 -8.24 -3.23  C86 1.091
92 H -1.72 -9.95 -3.60  C86 1.091
93 H -2.11 -9.46 -1.96  C86 1.091
94 H 0.48 -8.86 -3.49  C87 1.090
95 H 0.33 -10.02 -2.19  C87 1.095
96 H -1.37 -7.98 -0.45  C89 1.097
97 H 0.10 -7.17 0.11  C89 1.092
98 H -0.29 -10.22 -0.04  C90 1.090
99 H -0.27 -9.22 1.41  C90 1.091
100 H 1.20 -9.40 0.45  C90 1.091
101 C -2.95 9.90 2.28  C102 1.518, H106 1.090, H107 1.091, H108 1.090
102 C -3.04 8.73 1.31  C101 1.518, O103 1.418, H109 1.090, H110 1.098
103 O -2.47 8.98 0.04  C102 1.418, C104 1.420
104 C -1.08 9.29 0.04  O103 1.420, C105 1.518, H111 1.095, H112 1.091
105 C -0.21 8.17 0.58  C104 1.518, H113 1.091, H114 1.091, H115 1.089
106 H -3.38 10.80 1.83  C101 1.090
107 H -3.50 9.67 3.19  C101 1.091
108 H -1.92 10.12 2.56  C101 1.090
109 H -4.09 8.50 1.10  C102 1.090
110 H -2.60 7.84 1.77  C102 1.098
111 H -0.89 10.23 0.57  C104 1.095
112 H -0.84 9.47 -1.01  C104 1.091
113 H -0.37 8.00 1.64  C105 1.091
114 H 0.85 8.41 0.44  C105 1.091
115 H -0.42 7.25 0.04  C105 1.089
116 C -8.35 2.45 1.09  C117 1.519, H121 1.092, H122 1.090, H123 1.091
117 C -8.46 3.96 1.30  C116 1.519, O118 1.420, H124 1.090, H125 1.095
118 O -7.37 4.69 0.77  C117 1.420, C119 1.417
119 C -7.18 4.58 -0.63  O118 1.417, C120 1.517, H126 1.099, H127 1.091
120 C -8.36 5.05 -1.48  C119 1.517, H128 1.090, H129 1.090, H130 1.090
121 H -7.41 2.08 1.49  C116 1.092
122 H -9.17 1.95 1.62  C116 1.090
123 H -8.42 2.18 0.04  C116 1.091
124 H -8.45 4.19 2.37  C117 1.090
125 H -9.41 4.33 0.90  C117 1.095
126 H -6.91 3.55 -0.90  C119 1.099
127 H -6.31 5.21 -0.84  C119 1.091
128 H -9.23 4.41 -1.35  C120 1.090
129 H -8.08 5.02 -2.53  C120 1.090
130 H -8.63 6.07 -1.21  C120 1.090

Results
orbital gap: 8.27 eV
net charge: +1
E_tot: -2140.7148 Ha
2S+1: 1


# 2
This record from the OMol25 dataset describes a 7-piece molecular cluster, C35H86N6O7 overall. The level of theory is ωB97M-V/def2-TZVPD.

Bonds (Å) are listed after each position.
Positions of all 134 atoms, in Å:
1 C 0.13 0.48 0.48  O2 1.426, H3 1.090, H4 1.090, H5 1.090
2 O -0.05 -0.92 0.29  C1 1.426, H6 0.960
3 H -0.42 0.82 1.36  C1 1.090
4 H 1.16 0.84 0.47  C1 1.090
5 H -0.33 1.04 -0.35  C1 1.090
6 H -0.97 -1.10 0.09  O2 0.960
7 C -1.81 4.05 -2.16  C8 1.602, H13 1.090, H14 1.090, H15 1.090
8 C -2.26 4.82 -0.83  C7 1.602, C9 1.540, N12 1.478, H16 1.090
9 C -2.60 3.90 0.35  C8 1.540, O10 1.429, H17 1.090, H18 1.090
10 O -3.04 4.86 1.31  C9 1.429, C11 1.404
11 C -3.69 4.31 2.42  O10 1.404, H19 1.090, H20 1.090, H21 1.090
12 N -1.06 5.62 -0.49  C8 1.478, H22 1.010, H23 1.010
13 H -1.49 4.73 -2.95  C7 1.090
14 H -2.61 3.43 -2.57  C7 1.090
15 H -1.03 3.33 -1.93  C7 1.090
16 H -3.02 5.56 -1.09  C8 1.090
17 H -1.70 3.37 0.67  C9 1.090
18 H -3.41 3.23 0.08  C9 1.090
19 H -4.48 3.59 2.21  C11 1.090
20 H -4.16 5.05 3.07  C11 1.090
21 H -2.91 3.85 3.03  C11 1.090
22 H -1.11 5.47 0.51  N12 1.010
23 H -1.42 6.56 -0.58  N12 1.010
24 C -0.01 -3.86 -1.61  C25 1.506, H30 1.090, H31 1.090, H32 1.090
25 C -0.11 -4.40 -0.20  C24 1.506, C26 1.547, N29 1.458, H33 1.090
26 C -1.23 -5.47 -0.14  C25 1.547, O27 1.391, H34 1.090, H35 1.090
27 O -2.35 -4.67 0.05  C26 1.391, C28 1.455
28 C -3.56 -5.47 0.00  O27 1.455, H36 1.090, H37 1.090, H38 1.090
29 N 1.17 -4.97 0.16  C25 1.458, H39 1.010, H40 1.010
30 H 0.52 -4.52 -2.29  C24 1.090
31 H 0.54 -2.92 -1.67  C24 1.090
32 H -1.00 -3.61 -1.99  C24 1.090
33 H -0.41 -3.64 0.52  C25 1.090
34 H -1.13 -6.02 0.80  C26 1.090
35 H -1.22 -6.10 -1.03  C26 1.090
36 H -4.39 -4.79 0.19  C28 1.090
37 H -3.61 -6.23 0.78  C28 1.090
38 H -3.71 -5.85 -1.01  C28 1.090
39 H 1.75 -4.22 0.51  N29 1.010
40 H 1.00 -5.55 0.97  N29 1.010
41 C 4.06 -0.95 1.93  C42 1.512, H47 1.090, H48 1.090, H49 1.090
42 C 3.75 -1.43 0.54  C41 1.512, C43 1.600, N46 1.402, H50 1.090
43 C 4.92 -2.26 -0.16  C42 1.600, O44 1.435, H51 1.090, H52 1.090
44 O 6.18 -1.59 -0.08  C43 1.435, C45 1.433
45 C 7.25 -2.12 -0.87  O44 1.433, H53 1.090, H54 1.090, H55 1.090
46 N 2.59 -2.21 0.61  C42 1.402, H56 1.010, H57 1.010
47 H 3.19 -0.75 2.56  C41 1.090
48 H 4.61 -0.01 1.91  C41 1.090
49 H 4.57 -1.74 2.49  C41 1.090
50 H 3.53 -0.48 0.04  C42 1.090
51 H 4.56 -2.42 -1.18  C43 1.090
52 H 5.09 -3.21 0.34  C43 1.090
53 H 7.06 -1.91 -1.92  C45 1.090
54 H 7.43 -3.17 -0.60  C45 1.090
55 H 8.10 -1.54 -0.50  C45 1.090
56 H 2.31 -2.27 -0.36  N46 1.010
57 H 1.83 -1.65 0.98  N46 1.010
58 C -4.11 -2.45 -1.98  C59 1.529, H64 1.090, H65 1.090, H66 1.090
59 C -3.21 -1.27 -1.60  C58 1.529, C60 1.543, N63 1.477, H67 1.090
60 C -3.94 0.08 -1.49  C59 1.543, O61 1.380, H68 1.090, H69 1.090
61 O -4.76 0.38 -2.57  C60 1.380, C62 1.400
62 C -4.15 0.58 -3.81  O61 1.400, H70 1.090, H71 1.090, H72 1.090
63 N -2.59 -1.58 -0.30  C59 1.477, H73 1.010, H74 1.010
64 H -4.77 -2.68 -1.15  C58 1.090
65 H -3.56 -3.32 -2.34  C58 1.090
66 H -4.80 -2.19 -2.78  C58 1.090
67 H -2.49 -1.27 -2.42  C59 1.090
68 H -3.28 0.92 -1.25  C60 1.090
69 H -4.54 0.11 -0.59  C60 1.090
70 H -3.66 1.55 -3.85  C62 1.090
71 H -4.96 0.59 -4.55  C62 1.090
72 H -3.40 -0.18 -4.04  C62 1.090
73 H -3.21 -1.40 0.49  N63 1.010
74 H -2.34 -2.56 -0.33  N63 1.010
75 C 2.30 -0.65 -3.14  C76 1.523, H86 1.090, H87 1.090, H88 1.090
76 C 1.64 -0.78 -4.50  C75 1.523, C77 1.593, N81 1.460, C85 1.536
77 C 2.49 -1.84 -5.34  C76 1.593, C78 1.514, H89 1.090, H90 1.090
78 C 1.82 -2.48 -6.53  C77 1.514, C79 1.608, H91 1.090, H92 1.090
79 C 0.39 -3.08 -6.10  C78 1.608, C80 1.614, H93 1.090, H94 1.090
80 C -0.54 -1.99 -5.37  C79 1.614, N81 1.506, C83 1.589, C84 1.533
81 N 0.24 -1.17 -4.37  C76 1.460, C80 1.506, O82 1.377
82 O -0.61 -0.35 -3.66  N81 1.377, H104 0.960
83 C -1.05 -1.03 -6.53  C80 1.589, H95 1.090, H96 1.090, H97 1.090
84 C -1.73 -2.78 -4.81  C80 1.533, H98 1.090, H99 1.090, H100 1.090
85 C 1.71 0.58 -5.21  C76 1.536, H101 1.090, H102 1.090, H103 1.090
86 H 1.70 0.06 -2.57  C75 1.090
87 H 3.36 -0.37 -3.16  C75 1.090
88 H 2.34 -1.61 -2.62  C75 1.090
89 H 3.35 -1.38 -5.82  C77 1.090
90 H 2.92 -2.66 -4.77  C77 1.090
91 H 2.46 -3.28 -6.92  C78 1.090
92 H 1.78 -1.89 -7.45  C78 1.090
93 H 0.75 -3.88 -5.45  C79 1.090
94 H -0.09 -3.62 -6.91  C79 1.090
95 H -1.73 -0.30 -6.10  C83 1.090
96 H -0.20 -0.53 -7.01  C83 1.090
97 H -1.62 -1.51 -7.33  C83 1.090
98 H -1.92 -3.71 -5.35  C84 1.090
99 H -1.45 -3.23 -3.86  C84 1.090
100 H -2.62 -2.18 -4.65  C84 1.090
101 H 1.17 1.41 -4.76  C85 1.090
102 H 1.31 0.59 -6.22  C85 1.090
103 H 2.75 0.91 -5.29  C85 1.090
104 H -0.70 -0.88 -2.86  O82 0.960
105 C 0.17 1.10 5.37  C106 1.534, H116 1.090, H117 1.090, H118 1.090
106 C 0.78 2.47 5.05  C105 1.534, C107 1.605, N111 1.447, C115 1.516
107 C -0.31 3.62 4.79  C106 1.605, C108 1.569, H119 1.090, H120 1.090
108 C -1.10 4.08 6.07  C107 1.569, C109 1.509, H121 1.090, H122 1.090
109 C -0.01 4.67 6.93  C108 1.509, C110 1.526, H123 1.090, H124 1.090
110 C 1.03 3.63 7.33  C109 1.526, N111 1.513, C113 1.547, C114 1.550
111 N 1.62 2.92 6.13  C106 1.447, C110 1.513, O112 1.404
112 O 2.81 2.18 6.27  N111 1.404, H134 0.960
113 C 2.20 4.45 7.93  C110 1.547, H125 1.090, H126 1.090, H127 1.090
114 C 0.58 2.69 8.48  C110 1.550, H128 1.090, H129 1.090, H130 1.090
115 C 1.49 2.27 3.73  C106 1.516, H131 1.090, H132 1.090, H133 1.090
116 H 0.91 0.30 5.42  C105 1.090
117 H -0.60 0.71 4.71  C105 1.090
118 H -0.35 1.07 6.33  C105 1.090
119 H 0.19 4.53 4.46  C107 1.090
120 H -1.07 3.36 4.05  C107 1.090
121 H -1.71 3.28 6.48  C108 1.090
122 H -1.82 4.85 5.82  C108 1.090
123 H -0.51 5.05 7.83  C109 1.090
124 H 0.39 5.56 6.45  C109 1.090
125 H 3.06 3.86 8.24  C113 1.090
126 H 2.56 4.97 7.04  C113 1.090
127 H 1.94 5.24 8.64  C113 1.090
128 H 0.80 3.03 9.49  C114 1.090
129 H -0.46 2.37 8.40  C114 1.090
130 H 1.19 1.79 8.61  C114 1.090
131 H 2.22 1.47 3.79  C115 1.090
132 H 2.10 3.18 3.62  C115 1.090
133 H 0.96 2.14 2.79  C115 1.090
134 H 3.52 2.64 5.82  O112 0.960

Results
orbital gap (spin up / spin down): 7.41 / 2.86 eV
net charge: +1
E_tot: -2239.7827 Ha
2S+1: 2